# 1
Molecular formula: C4H7NP2
Method: DFT, ωB97M-V/def2-TZVPD

Last columns: bonded neighbours and bond lengths (Å).
Positions of all 14 atoms, in Å:
1 C 0.211 -0.686 0.044  C2 1.465, C3 1.485, N5 1.278
2 C 0.332 0.772 -0.024  C1 1.465, C4 1.552, P6 1.720
3 C -1.163 -1.234 -0.086  C1 1.485, H8 1.066, H9 1.095, H10 1.155
4 C -0.908 1.694 -0.163  C2 1.552, H11 1.078, H12 1.112, H13 1.152
5 N 1.287 -1.375 0.000  C1 1.278, P7 1.633
6 P 1.907 1.457 0.075  C2 1.720, P7 2.301
7 P 2.762 -0.677 -0.018  N5 1.633, P6 2.301, H14 1.349
8 H -1.604 -0.718 -0.908  C3 1.066
9 H -1.566 -0.865 0.863  C3 1.095
10 H -1.193 -2.383 -0.196  C3 1.155
11 H -1.467 1.632 0.757  C4 1.078
12 H -1.481 1.188 -0.970  C4 1.112
13 H -0.346 2.686 -0.325  C4 1.152
14 H 3.231 -1.490 0.951  P7 1.349

Its LUMO energy is -0.013 Eh. As for the total energy: -894.00706 hartree. The net charge is 0. Its HOMO energy is -8.4030 eV. The energy above the lowest of the compared OMol25 structures with the same formula, charge and spin is 10.9 kcal/mol. The SMILES is CC1=N[PH]#P=C1C. As for the HOMO-LUMO gap: 8.059 eV. The multiplicity is 1.

# 2
Molecular formula: C4H7NS
Method: DFT, ωB97M-V/def2-TZVPD

Last columns: bonded neighbours and bond lengths (Å).
Positions of all 13 atoms, in Å:
1 C -1.248 0.095 0.978  C2 1.523, H5 1.098, H6 1.127, H7 1.090
2 C 0.096 -0.556 0.678  C1 1.523, C3 1.525, H8 1.109, N12 1.422
3 C 1.298 0.324 0.349  C2 1.525, H9 1.071, H10 1.075, N12 1.403
4 C 0.186 -0.153 -1.830  H11 1.099, N12 1.356, S13 1.620
5 H -2.082 -0.407 0.470  C1 1.098
6 H -1.448 0.060 2.087  C1 1.127
7 H -1.247 1.138 0.659  C1 1.090
8 H 0.275 -1.547 1.143  C2 1.109
9 H 2.239 0.021 0.762  C3 1.071
10 H 1.084 1.377 0.305  C3 1.075
11 H -0.734 -0.696 -2.086  C4 1.099
12 N 0.684 -0.491 -0.615  C2 1.422, C3 1.403, C4 1.356
13 S 0.899 0.833 -2.898  C4 1.620

Its LUMO energy is 0.023 Eh. As for the total energy: -609.49673 hartree. The net charge is 0. Its HOMO energy is -8.4867 eV. The energy above the lowest of the compared OMol25 structures with the same formula, charge and spin is 38.8 kcal/mol. The SMILES is C[C@@H]1CN1C=S. As for the HOMO-LUMO gap: 9.120 eV. The multiplicity is 1.

# 3
Molecular formula: C4H7NS
Method: DFT, ωB97M-V/def2-TZVPD

Last columns: bonded neighbours and bond lengths (Å).
Positions of all 13 atoms, in Å:
1 C 0.418 0.795 -0.080  C3 1.505, C4 1.528, H7 1.171, H8 1.119
2 C 0.933 -1.568 0.546  C4 1.514, H9 1.063, H10 1.054
3 C -0.946 1.424 0.018  C1 1.505, S6 1.877, H11 1.102, H12 1.153
4 C 0.261 -0.673 -0.473  C1 1.528, C2 1.514, N5 1.492, H13 1.111
5 N -1.145 -1.167 -0.544  C4 1.492, S6 1.646
6 S -2.051 -0.071 0.285  C3 1.877, N5 1.646
7 H 1.197 1.339 -0.764  C1 1.171
8 H 0.947 1.013 0.882  C1 1.119
9 H 1.847 -1.980 0.192  C2 1.063
10 H 0.498 -1.890 1.451  C2 1.054
11 H -1.270 2.020 0.887  C3 1.102
12 H -1.360 1.832 -0.977  C3 1.153
13 H 0.669 -1.075 -1.424  C4 1.111

Its LUMO energy (alpha / beta) is 0.011 / -0.001 Eh. As for the total energy: -609.40967 hartree. The net charge is 0. Its HOMO energy (alpha / beta) is -7.9011 / -8.3722 eV. The energy above the lowest of the compared OMol25 structures with the same formula, charge and spin is 93.4 kcal/mol. As for the HOMO-LUMO gap (alpha / beta): 8.194 / 8.333 eV. The multiplicity is 1.

# 4
Molecular formula: C4H7NS
Method: DFT, ωB97M-V/def2-TZVPD

Last columns: bonded neighbours and bond lengths (Å).
Positions of all 13 atoms, in Å:
1 C -1.003 0.520 -0.064  C2 1.522, N5 1.240, S6 1.779
2 C -2.439 0.803 0.355  C1 1.522, S6 1.831, H7 1.110, H8 1.174
3 C 1.408 -1.068 0.130  C4 1.567, H9 1.142, H10 1.119, H11 1.198
4 C 1.387 0.393 -0.436  C3 1.567, N5 1.419, H12 1.071, H13 1.169
5 N 0.122 1.007 -0.246  C1 1.240, C4 1.419
6 S -2.029 -0.933 -0.058  C1 1.779, C2 1.831
7 H -2.577 0.924 1.450  C2 1.110
8 H -3.014 1.236 -0.573  C2 1.174
9 H 0.726 -1.056 1.046  C3 1.142
10 H 0.885 -1.812 -0.522  C3 1.119
11 H 2.566 -1.365 0.212  C3 1.198
12 H 1.725 0.422 -1.452  C4 1.071
13 H 2.241 0.927 0.157  C4 1.169

Its LUMO energy is 0.029 Eh. As for the total energy: -609.46285 hartree. The net charge is 0. Its HOMO energy is -8.8098 eV. The energy above the lowest of the compared OMol25 structures with the same formula, charge and spin is 60.0 kcal/mol. The SMILES is CC/N=C1/CS1. As for the HOMO-LUMO gap: 9.595 eV. The multiplicity is 1.

# 5
Molecular formula: C4H7NS
Method: DFT, ωB97M-V/def2-TZVPD

Last columns: bonded neighbours and bond lengths (Å).
Positions of all 13 atoms, in Å:
1 C 1.695 -0.870 -0.312  C2 1.577, N5 1.337
2 C 1.231 -0.171 -1.647  C1 1.577, C3 1.512, H7 1.042, H8 1.146
3 C 0.122 0.376 -0.776  C2 1.512, N5 1.434, H9 1.103
4 C -0.023 -0.819 1.529  N5 1.444, H11 1.079, H12 1.206, H13 1.098
5 N 0.481 -0.620 0.190  C1 1.337, C3 1.434, C4 1.444
6 S -2.183 1.035 -1.276  H10 1.290
7 H 1.675 0.622 -2.157  C2 1.042
8 H 0.679 -0.881 -2.357  C2 1.146
9 H 0.087 1.419 -0.420  C3 1.103
10 H -1.541 1.923 -1.958  S6 1.290
11 H 0.684 -0.493 2.276  C4 1.079
12 H -1.039 -0.184 1.667  C4 1.206
13 H -0.258 -1.890 1.576  C4 1.098

Its LUMO energy is -0.009 Eh. As for the total energy: -609.35935 hartree. The net charge is 0. Its HOMO energy is -8.7073 eV. The energy above the lowest of the compared OMol25 structures with the same formula, charge and spin is 125.0 kcal/mol. As for the HOMO-LUMO gap: 8.464 eV. The multiplicity is 1.

# 6
Molecular formula: C4H7NS
Method: DFT, ωB97M-V/def2-TZVPD

Last columns: bonded neighbours and bond lengths (Å).
Positions of all 13 atoms, in Å:
1 C -0.241 1.209 0.055  C4 1.540, H5 1.073, H6 1.061, N12 1.444
2 C -0.524 -1.172 -0.171  C3 1.538, H8 1.073, H9 1.021, N12 1.499
3 C 0.832 -0.699 0.380  C2 1.538, C4 1.397, H10 1.103, S13 1.967
4 C 1.049 0.472 -0.351  C1 1.540, C3 1.397, H11 1.115, S13 1.688
5 H -0.278 1.509 1.085  C1 1.073
6 H -0.727 2.004 -0.455  C1 1.061
7 H -1.889 0.138 0.582  N12 0.967
8 H -0.628 -1.498 -1.188  C2 1.073
9 H -1.032 -1.962 0.230  C2 1.021
10 H 1.000 -0.425 1.435  C3 1.103
11 H 1.023 0.294 -1.451  C4 1.115
12 N -1.215 0.156 -0.111  C1 1.444, C2 1.499, H7 0.967
13 S 2.631 -0.025 -0.040  C3 1.967, C4 1.688

Its LUMO energy is 0.014 Eh. As for the total energy: -609.38443 hartree. The net charge is 0. Its HOMO energy is -8.6840 eV. The energy above the lowest of the compared OMol25 structures with the same formula, charge and spin is 109.2 kcal/mol. The SMILES is C1NC[C@H]2S[C@H]12. As for the HOMO-LUMO gap: 9.060 eV. The multiplicity is 1.

# 7
Molecular formula: C4H7NS
Method: DFT, ωB97M-V/def2-TZVPD

Last columns: bonded neighbours and bond lengths (Å).
Positions of all 13 atoms, in Å:
1 C -0.062 -1.401 0.655  C4 1.569, H5 1.121, H6 1.081, N12 1.605
2 C 1.150 -0.278 -1.172  C3 1.520, H8 1.224, H9 1.129, N12 1.369
3 C -0.127 0.286 -0.569  C2 1.520, C4 1.492, H10 1.087, S13 1.806
4 C 0.091 0.141 0.899  C1 1.569, C3 1.492, H11 1.129, S13 1.820
5 H 0.448 -1.816 1.564  C1 1.121
6 H -1.125 -1.582 0.582  C1 1.081
7 H 1.753 -2.226 -0.455  N12 1.165
8 H 1.105 -0.166 -2.390  C2 1.224
9 H 2.004 0.215 -0.623  C2 1.129
10 H -0.798 -0.380 -1.105  C3 1.087
11 H 1.094 0.376 1.360  C4 1.129
12 N 0.854 -1.513 -0.659  C1 1.605, C2 1.369, H7 1.165
13 S -1.048 1.480 0.425  C3 1.806, C4 1.820

Its LUMO energy is 0.034 Eh. As for the total energy: -609.36224 hartree. The net charge is 0. Its HOMO energy is -8.9303 eV. The energy above the lowest of the compared OMol25 structures with the same formula, charge and spin is 123.1 kcal/mol. The SMILES is C1NC[C@@H]2S[C@@H]12. As for the HOMO-LUMO gap: 9.854 eV. The multiplicity is 1.

# 8
Molecular formula: C4H7NS
Method: DFT, ωB97M-V/def2-TZVPD

Last columns: bonded neighbours and bond lengths (Å).
Positions of all 13 atoms, in Å:
1 C 0.443 -2.260 -1.670  C2 1.328, H5 1.088, H6 1.114
2 C 0.228 -0.998 -1.320  C1 1.328, C3 1.393, H7 1.058
3 C -0.501 -0.536 -0.226  C2 1.393, H8 1.122, H9 1.144, S13 1.758
4 C 0.028 2.570 2.112  H10 1.076, H11 1.073, N12 1.260
5 H 0.773 -2.492 -2.681  C1 1.088
6 H 0.259 -3.018 -0.875  C1 1.114
7 H 0.471 -0.301 -2.078  C2 1.058
8 H -0.678 -1.366 0.507  C3 1.122
9 H -1.500 -0.048 -0.493  C3 1.144
10 H 1.061 2.614 2.410  C4 1.076
11 H -0.603 3.253 2.646  C4 1.073
12 N -0.525 1.881 1.214  C4 1.260, S13 1.764
13 S 0.545 0.702 0.456  C3 1.758, N12 1.764

Its LUMO energy is 0.040 Eh. As for the total energy: -609.46622 hartree. The net charge is 0. Its HOMO energy is -8.5923 eV. The energy above the lowest of the compared OMol25 structures with the same formula, charge and spin is 57.9 kcal/mol. The SMILES is C=CCSN=C. As for the HOMO-LUMO gap: 9.688 eV. The multiplicity is 1.